# 1
{"formula": "C22H24N3O2PdS3", "method": "wB97M-V/def2-TZVPD", "symbols": ["Pd", "C", "C", "S", "C", "C", "S", "C", "C", "S", "H", "H", "H", "H", "H", "H", "H", "H", "H", "H", "H", "H", "C", "O", "C", "C", "C", "C", "C", "C", "N", "N", "C", "C", "C", "C", "O", "C", "N", "C", "C", "C", "C", "H", "H", "H", "H", "H", "H", "H", "H", "H", "H", "H", "H"], "coordinates": [[-0.585, 0.089, 0.697], [-1.856, -2.617, 2.009], [-1.293, -1.953, 3.257], [0.016, -0.739, 2.892], [-0.469, 0.706, 3.880], [-1.835, 1.287, 3.557], [-2.031, 1.690, 1.787], [-3.645, 0.961, 1.385], [-3.757, -0.541, 1.586], [-2.457, -1.484, 0.721], [-1.104, -3.223, 1.502], [-2.676, -3.284, 2.277], [-2.068, -1.462, 3.842], [-0.847, -2.718, 3.893], [-0.419, 0.429, 4.934], [0.328, 1.428, 3.697], [-2.643, 0.617, 3.845], [-1.974, 2.218, 4.106], [-4.399, 1.479, 1.981], [-3.813, 1.241, 0.344], [-3.729, -0.811, 2.640], [-4.715, -0.883, 1.195], [8.139, 7.591, -4.320], [6.761, 7.776, -4.738], [5.915, 6.793, -4.738], [6.222, 5.467, -4.321], [5.257, 4.507, -4.368], [3.951, 4.837, -4.829], [3.659, 6.149, -5.302], [4.611, 7.110, -5.220], [3.052, 3.859, -5.066], [2.354, 2.981, -4.612], [2.108, 2.670, -3.284], [2.941, 3.040, -2.210], [2.644, 2.661, -0.932], [1.486, 1.843, -0.646], [1.223, 1.474, 0.507], [0.624, 1.448, -1.776], [-0.445, 0.684, -1.480], [-1.228, 0.286, -2.474], [-0.989, 0.627, -3.807], [0.099, 1.405, -4.116], [0.938, 1.841, -3.075], [8.595, 8.567, -4.428], [8.625, 6.871, -4.975], [8.166, 7.274, -3.279], [7.217, 5.212, -3.989], [5.492, 3.483, -4.108], [2.681, 6.365, -5.709], [4.420, 8.124, -5.542], [3.816, 3.646, -2.395], [3.263, 2.957, -0.095], [-2.074, -0.337, -2.210], [-1.657, 0.269, -4.578], [0.319, 1.671, -5.141]], "atomic_forces_ev_per_a": [[0.019, 0.023, -0.003], [-0.002, -0.001, 0.007], [-0.012, -0.014, 0.007], [0.018, -0.021, 0.007], [-0.002, 0.010, 0.006], [-0.003, -0.009, 0.011], [0.011, 0.023, -0.017], [-0.015, -0.001, -0.004], [-0.013, 0.006, 0.022], [-0.001, -0.011, -0.013], [0.003, 0.003, 0.002], [-0.001, 0.001, 0.000], [0.001, -0.001, -0.001], [0.002, 0.001, 0.001], [-0.005, -0.003, 0.000], [-0.001, 0.001, -0.001], [0.002, 0.002, 0.000], [0.002, 0.002, -0.001], [0.000, -0.001, -0.001], [0.002, -0.003, 0.000], [0.004, -0.001, -0.002], [0.001, 0.002, -0.004], [-0.039, 0.010, -0.014], [0.011, -0.022, 0.010], [0.023, 0.017, 0.004], [-0.023, -0.010, -0.009], [0.036, 0.004, -0.021], [-0.011, -0.034, 0.005], [0.007, 0.030, 0.017], [-0.028, -0.011, -0.007], [0.043, -0.022, 0.019], [-0.051, 0.038, -0.163], [0.003, -0.019, 0.138], [-0.031, 0.002, -0.005], [0.000, 0.006, -0.016], [0.011, 0.029, -0.021], [-0.015, -0.021, 0.018], [-0.013, -0.023, 0.071], [0.028, 0.005, -0.047], [-0.015, 0.003, -0.014], [-0.023, -0.004, 0.003], [0.021, 0.011, 0.007], [0.025, 0.007, -0.038], [0.006, -0.001, 0.001], [0.009, -0.002, 0.004], [0.008, -0.002, 0.001], [0.004, 0.013, 0.003], [-0.014, 0.011, 0.016], [-0.005, -0.010, 0.004], [0.015, 0.005, 0.002], [0.017, 0.000, -0.005], [-0.009, -0.007, 0.009], [0.006, -0.006, 0.002], [-0.001, -0.003, 0.006], [-0.003, 0.000, 0.005]], "fmax_ev_per_a": 0.2, "e_tot_ha": -2488.899466, "multiplicity": 5, "total_charge": 3, "homo_energy_ev": [-16.1, -17.0]}

# 2
{"formula": "C22H24N4O3S", "method": "wB97M-V/def2-TZVPD", "symbols": ["C", "C", "O", "C", "C", "C", "C", "C", "C", "N", "C", "O", "C", "H", "H", "S", "C", "N", "C", "C", "C", "C", "C", "C", "N", "C", "N", "C", "H", "C", "H", "O", "C", "H", "C", "H", "H", "H", "H", "H", "H", "H", "H", "H", "H", "H", "H", "H", "H", "H", "H", "H", "H", "H"], "coordinates": [[-4.875, -0.218, -2.783], [-5.170, 0.960, -1.859], [-4.121, 1.217, -0.947], [-3.939, 0.387, 0.134], [-4.789, -0.637, 0.515], [-4.495, -1.409, 1.629], [-3.356, -1.164, 2.368], [-2.500, -0.138, 2.004], [-2.778, 0.639, 0.892], [-1.945, 1.662, 0.430], [-0.729, 2.027, 0.907], [-0.254, 1.669, 1.961], [0.003, 3.007, -0.008], [0.015, 4.004, 0.435], [-0.410, 3.040, -1.014], [1.754, 2.518, -0.104], [1.530, 0.781, -0.323], [0.353, 0.444, -0.754], [-0.033, -0.852, -0.694], [-1.288, -1.250, -1.173], [-1.712, -2.536, -0.958], [-0.901, -3.449, -0.272], [0.345, -3.091, 0.174], [0.814, -1.787, -0.049], [2.066, -1.435, 0.311], [2.484, -0.202, 0.124], [3.760, 0.098, 0.480], [4.588, -0.956, 1.036], [3.941, -1.704, 1.490], [5.445, -1.584, -0.066], [6.146, -2.310, 0.349], [6.232, -0.605, -0.712], [5.427, 0.409, -1.265], [6.110, 1.126, -1.724], [4.564, 1.093, -0.192], [3.943, 1.857, -0.656], [5.214, 1.565, 0.551], [4.768, -0.015, -2.040], [4.788, -2.082, -0.794], [5.237, -0.503, 1.792], [0.990, -3.792, 0.681], [-1.265, -4.452, -0.104], [-2.681, -2.853, -1.313], [-1.896, -0.533, -1.701], [-2.242, 2.029, -0.464], [-1.607, 0.061, 2.573], [-3.125, -1.769, 3.231], [-5.168, -2.206, 1.910], [-5.688, -0.848, -0.043], [-6.116, 0.811, -1.325], [-5.249, 1.881, -2.443], [-3.968, -0.028, -3.353], [-5.701, -0.354, -3.475], [-4.737, -1.132, -2.211]], "atomic_forces_ev_per_a": [[0.061, 0.268, 0.324], [-0.271, -0.129, -0.403], [0.355, -0.063, 0.368], [0.100, 0.002, 0.171], [-0.059, 0.175, -0.228], [0.040, -0.104, 0.119], [-0.143, -0.077, -0.058], [0.109, 0.022, 0.053], [-0.182, -0.002, 0.032], [-0.584, 0.139, -0.232], [-0.155, 0.483, -0.004], [-0.009, -0.097, 0.138], [0.540, -0.329, -0.106], [-0.029, -0.009, 0.002], [-0.103, 0.028, 0.100], [0.103, 0.407, 0.131], [-0.623, 0.331, -0.297], [0.555, 0.000, -0.412], [0.328, -0.538, 0.346], [-0.051, -0.254, 0.011], [-0.158, 0.208, -0.198], [0.194, -0.124, 0.139], [-0.138, -0.096, -0.049], [-0.476, 0.365, -0.359], [0.450, 0.283, -0.056], [-0.521, -0.819, 0.249], [0.147, 0.180, 0.259], [0.236, -0.340, -0.036], [0.177, 0.068, 0.038], [-0.222, -0.090, 0.297], [-0.095, -0.019, -0.005], [0.159, 0.041, 0.003], [-0.172, 0.337, 0.059], [-0.087, 0.002, -0.030], [0.317, -0.024, -0.431], [0.131, -0.005, -0.016], [-0.052, 0.062, -0.080], [0.044, 0.057, 0.035], [0.055, 0.010, 0.054], [-0.008, -0.045, -0.020], [0.071, -0.072, 0.058], [-0.010, -0.083, 0.027], [-0.093, -0.002, -0.029], [-0.112, 0.127, -0.026], [0.242, 0.006, 0.112], [0.031, 0.037, 0.006], [0.029, -0.054, 0.084], [-0.062, -0.066, 0.024], [-0.056, 0.017, -0.099], [0.099, 0.076, -0.012], [-0.075, -0.134, 0.108], [0.067, 0.008, -0.072], [-0.086, -0.048, -0.086], [-0.010, -0.114, -0.004]], "fmax_ev_per_a": 1.0, "e_tot_ha": -1695.687951, "multiplicity": 1, "smiles": "CCOc1ccccc1NC(=O)CSc1nc2ccccc2nc1N1CCOCC1", "homo_energy_ev": -7.8}

> Which of these has the lowest multiplicity?

C22H24N4O3S